(1)
DFT (ωB97M-V/def2-TZVPD) results for a cluster of 9 separate species, C5H27NO9 in total.

Geometry as XYZ:
```
42
Properties=species:S:1:pos:R:3:forces:R:3:mulliken_charge:R:1
C -1.37391 3.07290 2.28693 0.167 -0.173 1.606 -1.30
C -1.64269 2.86604 0.82475 0.332 0.283 -0.123 0.55
O -1.86194 3.82360 0.09534 0.113 -0.253 0.084 -0.63
N -1.42775 1.61215 0.34291 0.012 -0.176 -1.540 -0.05
C -1.11495 1.43542 -1.10656 -0.171 0.483 0.989 0.31
C -2.35955 1.03079 -1.88481 -0.279 0.307 0.798 -1.41
C 0.09692 0.50315 -1.23186 -0.072 -0.675 0.517 -0.47
H -1.13170 4.09607 2.55721 -0.340 0.370 -0.549 0.40
H -2.19136 2.79008 2.95063 -0.289 -0.087 -0.241 0.34
H -0.52335 2.51434 2.69034 -0.145 -0.453 -0.378 0.37
H -1.59229 0.74209 0.82440 0.385 0.357 0.818 0.31
H -0.83846 2.43798 -1.41696 0.027 0.061 -0.172 0.38
H -2.68912 0.03387 -1.58456 0.179 -0.226 -0.490 0.37
H -3.19883 1.64599 -1.54707 0.201 0.283 -0.229 0.39
H -2.22519 1.18061 -2.95145 -0.057 -0.443 -0.136 0.33
H -0.17785 -0.44647 -1.70063 0.253 0.265 -0.462 0.18
H 0.48344 0.18804 -0.25373 -0.254 0.326 0.047 -0.04
H 0.95464 0.98060 -1.69916 -0.147 -0.075 -0.446 0.30
O -0.32499 -0.28491 2.54778 0.209 -0.946 -0.189 -0.62
H -0.76205 -0.48403 3.38080 0.032 0.042 0.111 0.22
H -0.12116 -1.18583 2.15814 -0.711 0.642 0.049 0.42
O -0.09530 -2.55566 0.98394 0.425 0.238 -0.175 -0.70
H -0.88449 -2.72107 0.43225 -0.120 0.140 0.045 0.46
H 0.51706 -2.20009 0.31663 -0.049 -0.293 0.277 0.28
O 0.25131 -3.21654 -2.83616 0.658 -0.536 0.022 -0.68
H 0.20302 -4.04951 -3.32077 -0.362 0.155 -0.204 0.33
H 1.00897 -3.41688 -2.24354 -0.292 0.206 0.064 0.42
O 1.76773 2.80356 1.37377 -0.790 -0.485 -0.044 -0.66
H 2.16374 3.66504 1.39279 0.401 0.621 0.010 0.25
H 0.81103 2.96251 1.43972 0.475 -0.108 -0.121 0.25
O -1.74284 -2.55991 -1.21030 -0.328 -0.531 0.858 -0.79
H -2.03437 -1.69421 -1.49948 0.326 -0.079 -0.345 0.25
H -0.95255 -2.87036 -1.70375 -0.410 0.455 -0.599 0.38
O 2.31111 0.02684 1.68619 -0.477 0.000 0.197 -0.71
H 2.15275 0.97953 1.56160 0.408 -0.010 -0.175 0.33
H 1.50440 -0.20806 2.17583 0.224 0.018 0.116 0.35
O 2.21614 -3.69661 -1.08788 0.921 0.766 -0.397 -0.77
H 2.65463 -3.92002 -0.26580 -0.233 -0.472 0.329 0.29
H 2.75311 -2.89746 -1.32702 -0.511 -0.337 0.241 0.40
O 3.30075 -1.31604 -0.51185 -0.218 -0.208 0.085 -0.65
H 3.32160 -0.46457 -0.97137 -0.146 -0.204 0.518 0.28
H 2.79438 -1.20297 0.33274 0.651 0.751 -0.765 0.38
```
Forces are in eV/Å.

Output
DFT total energy	-938.6536	Eh
2S+1	1
highest occupied orbital energy	-9.58	eV
SMILES	CC(=O)NC(C)C.O.O.O.O.O.O.O.O
LUMO level	0.4	eV
molar mass	245.27	g mol⁻¹
gap between HOMO and LUMO	10.0	eV
energy relative to the best compared isomer or geometry (same formula, charge and spin)	0.630	eV
charge	0

=====

(2)
DFT (ωB97M-V/def2-TZVPD) results for a cluster of 2 separate species, C4H7NO in total.

Geometry as XYZ:
```
13
Properties=species:S:1:pos:R:3:forces:R:3:mulliken_charge:R:1
C 1.73070 0.02244 0.24250 0.129 -0.862 0.662 -1.08
C 0.21941 -0.77365 0.15764 1.809 0.962 0.044 -0.42
C -0.04391 0.29289 -0.78838 -1.273 -0.014 -0.558 0.01
O -0.60937 1.33790 -0.53018 0.444 0.385 -0.285 -0.60
H 2.26406 0.58515 -0.57559 -1.287 -0.818 0.308 0.33
H 1.67767 0.71152 1.08762 -0.035 -0.321 -0.035 0.31
H 2.30627 -0.85276 0.43759 1.117 -0.222 0.526 0.39
H 0.29400 -1.80786 -0.22889 0.237 0.824 0.067 0.35
H -0.22555 -0.72884 1.16320 0.176 0.173 -0.747 0.31
H 0.41488 0.11596 -1.77223 -0.218 0.027 -0.280 0.40
C -2.59319 0.40636 0.26690 -1.398 -2.650 1.147 0.20
N -2.61918 -0.68083 0.68629 0.180 2.048 -0.750 -0.48
H -2.82289 1.35567 -0.13011 0.120 0.468 -0.099 0.30
```
Forces are in eV/Å.

Output
DFT total energy	-286.5113	Eh
2S+1	1
highest occupied orbital energy	-9.74	eV
SMILES	CCC=O.C#N
LUMO level	1.0	eV
molar mass	85.11	g mol⁻¹
gap between HOMO and LUMO	10.7	eV
energy relative to the best compared isomer or geometry (same formula, charge and spin)	3.276	eV
charge	0

=====

(3)
DFT (ωB97M-V/def2-TZVPD) results for a cluster of 5 separate species, C38H43BN5O11 in total.

Geometry as XYZ:
```
98
Properties=species:S:1:pos:R:3:forces:R:3:mulliken_charge:R:1
C -0.43236 8.81014 1.32975 -0.871 -0.736 1.063 -1.20
C -1.20876 7.42265 1.07127 -1.135 -2.974 -0.668 0.63
C -0.75536 6.14595 1.81701 -3.184 -0.401 -2.369 -0.74
C -1.54571 4.80749 1.59630 -0.394 3.275 -1.454 -0.64
C -2.78141 4.70145 0.63371 1.774 2.116 0.299 0.38
C -3.57025 3.32567 0.46593 -0.234 0.072 0.835 1.11
C -3.87003 2.89577 -1.06246 -0.238 -1.183 0.678 -0.93
C -2.88753 2.09153 1.29334 -0.755 0.287 0.091 -1.28
C -3.20838 5.97471 -0.14527 3.104 0.998 2.289 0.47
O -4.27021 6.06296 -1.08829 1.186 -0.640 2.045 -0.51
C -5.56898 5.77365 -0.49653 -1.203 0.464 0.175 -0.96
C -5.89661 6.55089 0.86472 -2.869 -0.652 1.644 1.51
C -5.66089 8.14537 0.93707 0.427 0.065 0.134 -1.10
N -4.76690 8.46599 2.11780 -0.904 0.689 -0.734 -0.46
C -7.51471 6.23840 1.01885 -0.782 -1.720 -1.620 -0.72
O -7.59446 5.05688 1.84488 -0.322 1.634 -1.023 -0.73
B -6.55494 5.27396 2.86933 0.009 -0.013 -0.766 1.38
O -5.47204 5.93787 2.09889 1.071 1.186 -2.261 -1.00
C -2.40500 7.30433 0.09914 1.022 -2.070 1.501 -0.43
H 0.70952 8.68651 1.32915 -1.741 0.145 -0.339 0.32
H -0.70512 9.12186 2.41022 0.419 -0.386 -1.652 0.27
H -0.79147 9.65808 0.65781 0.625 -1.312 0.679 0.30
H 0.13798 6.16819 2.53526 -1.529 -0.045 -1.200 0.23
H -1.13728 3.91099 2.18712 -0.992 1.466 -1.194 0.07
H -4.59893 3.47594 0.97682 1.697 0.033 -0.656 -0.06
H -3.34302 1.87056 -1.23474 -0.749 1.979 -0.049 0.18
H -4.99967 2.65221 -1.12402 1.795 0.517 -0.150 0.24
H -3.58777 3.67040 -1.84751 -0.336 -1.068 1.175 0.28
H -3.68457 1.26885 1.44386 1.220 1.235 -0.461 0.29
H -2.00307 1.64019 0.72278 -1.071 0.722 0.864 0.25
H -2.59363 2.41159 2.36435 -0.365 -0.465 -1.848 0.42
H -5.77432 4.64630 -0.36955 0.549 1.764 0.065 0.16
H -6.35353 6.13169 -1.26902 1.543 -0.401 1.047 0.41
H -5.16869 8.58933 0.00644 -0.738 -0.772 1.036 0.32
H -6.65096 8.69259 1.13439 1.094 -0.979 -0.805 0.30
H -4.35333 9.39547 1.91543 -0.541 -0.650 0.514 0.20
H -5.42740 8.53909 2.91794 1.080 -0.024 -0.557 0.22
H -8.03122 5.85939 0.04840 1.016 0.881 0.992 0.26
H -8.16160 7.15168 1.27793 1.065 -1.026 0.545 0.20
H -7.06954 5.93157 3.73068 0.002 0.808 0.836 -0.40
H -6.04265 4.28399 3.29027 -0.046 -0.941 0.426 -0.35
H -2.70948 8.27049 -0.45121 0.340 -1.866 0.869 0.14
C -1.21947 -3.61738 2.13763 -0.029 0.009 0.003 -0.60
C -0.19829 -3.16273 1.30889 -0.241 0.066 -0.018 -0.35
C -0.48507 -2.29419 0.26172 0.115 0.020 -0.020 -0.34
C -1.79994 -1.88280 0.05552 0.162 -0.517 0.661 -0.14
C -2.82867 -2.33973 0.87645 -0.103 0.021 0.007 -0.18
C -2.53285 -3.21096 1.92016 0.264 0.064 -0.150 -0.53
N -2.10154 -0.94787 -1.03045 -0.197 0.453 -0.489 1.08
O -1.17537 -0.58303 -1.74189 -0.390 -0.205 0.356 -0.62
O -3.25916 -0.58167 -1.16107 0.571 -0.316 0.065 -0.58
H -0.99051 -4.29109 2.95792 -0.016 0.064 -0.118 0.39
H 0.82384 -3.48388 1.48228 -0.107 0.036 -0.042 0.50
H 0.32036 -1.94707 -0.37643 -0.252 0.081 -0.020 0.52
H -3.85546 -2.02768 0.71952 0.222 0.102 -0.130 0.47
H -3.32581 -3.57051 2.56737 0.063 0.079 -0.105 0.37
C 4.91627 -4.50561 -2.51765 -0.070 -0.046 0.024 -0.48
C 3.61880 -4.89789 -2.83425 0.124 0.042 0.206 -0.66
C 2.76881 -5.36417 -1.83674 -0.126 -0.030 -0.026 -0.30
C 3.22898 -5.42941 -0.52243 0.456 0.300 -0.615 -0.07
C 4.52954 -5.04545 -0.20039 0.049 0.012 0.050 -0.19
C 5.37266 -4.58283 -1.20472 -0.215 -0.461 -0.084 -0.59
N 2.33002 -5.89493 0.53533 -0.490 -0.243 0.233 1.07
O 1.19985 -6.24055 0.21133 0.706 0.186 0.270 -0.60
O 2.75600 -5.90775 1.68288 -0.245 0.025 -0.501 -0.63
H 5.57516 -4.13640 -3.29804 -0.063 -0.051 0.097 0.49
H 3.26903 -4.83696 -3.85940 0.001 -0.063 0.145 0.44
H 1.76026 -5.66640 -2.09649 0.113 0.009 0.227 0.56
H 4.89639 -5.09733 0.81907 -0.224 -0.074 -0.090 0.52
H 6.38214 -4.27980 -0.96517 -0.230 -0.306 -0.059 0.48
C 3.21375 0.92985 0.83982 -0.003 -0.007 0.005 -0.53
C 3.94939 1.56059 -0.15947 0.054 -0.236 0.087 -0.51
C 4.99841 0.89095 -0.78054 0.022 0.061 -0.066 -0.35
C 5.29959 -0.41450 -0.39509 -0.614 0.364 0.357 0.00
C 4.57162 -1.04893 0.61018 -0.020 -0.115 0.038 -0.10
C 3.52609 -0.37025 1.22751 0.127 0.133 -0.203 -0.55
N 6.38632 -1.13318 -1.06368 0.401 -0.004 -0.260 1.00
O 7.01518 -0.54100 -1.92860 -0.324 -0.388 0.433 -0.61
O 6.59988 -2.29012 -0.72214 0.147 1.109 -0.029 -0.63
H 2.39184 1.45395 1.31833 0.095 -0.059 -0.071 0.48
H 3.70223 2.57436 -0.45647 0.050 -0.136 0.010 0.40
H 5.56342 1.39350 -1.55773 0.019 -0.246 0.084 0.44
H 4.80260 -2.06273 0.91911 0.101 0.134 -0.191 0.46
H 2.95098 -0.85581 2.00904 0.090 0.022 -0.096 0.44
C 5.64408 -10.99312 -0.97809 -0.011 0.020 -0.027 -0.39
C 6.66309 -10.53542 -1.80838 -0.265 0.052 -0.011 -0.42
C 6.37123 -9.67019 -2.85745 0.085 0.028 -0.033 -0.37
C 5.05352 -9.26582 -3.06313 0.191 -0.530 0.662 0.07
C 4.02776 -9.72635 -2.24014 -0.106 0.035 0.012 -0.21
C 4.32863 -10.59360 -1.19517 0.229 0.059 -0.127 -0.54
N 4.74450 -8.33486 -4.15069 -0.119 0.427 -0.479 1.07
O 5.66642 -7.96535 -4.86426 -0.438 -0.191 0.375 -0.62
O 3.58340 -7.97665 -4.27994 0.528 -0.188 0.068 -0.59
H 5.87656 -11.66412 -0.15656 -0.031 0.077 -0.102 0.37
H 7.68657 -10.85129 -1.63533 -0.113 0.066 -0.062 0.37
H 7.17411 -9.32069 -3.49705 -0.260 0.074 -0.010 0.44
H 2.99920 -9.41993 -2.39675 0.216 0.087 -0.128 0.44
H 3.53797 -10.95575 -0.54659 0.062 0.079 -0.106 0.38
```
Forces are in eV/Å.

Output
DFT total energy	-2599.5631	Eh
2S+1	1
highest occupied orbital energy	-3.89	eV
LUMO level	0.2	eV
molar mass	756.60	g mol⁻¹
gap between HOMO and LUMO	4.1	eV
charge	-1

=====

(4)
DFT (ωB97M-V/def2-TZVPD) results for a cluster of 2 separate species, C4H11N2O in total.

Geometry as XYZ:
```
18
Properties=species:S:1:pos:R:3:forces:R:3:mulliken_charge:R:1
C -2.53496 -0.02766 0.25654 1.466 -5.143 -0.241 0.07
C 0.85785 0.71564 -0.70364 1.493 0.884 -2.338 -1.22
C 2.79471 -0.31487 0.65119 -2.066 -0.329 -1.114 -1.19
C 1.97646 -0.07219 -0.56511 -0.986 0.226 -1.107 0.15
N -1.37758 -0.62956 0.00961 0.052 4.393 0.380 0.03
N -2.72963 1.23813 0.31638 2.063 1.491 -0.569 -0.26
O -1.28439 -1.97172 -0.06293 -3.553 -0.006 1.518 -0.33
H -3.31865 -0.76056 0.44207 -0.376 0.473 -0.039 0.41
H 0.64889 1.55130 -0.04899 0.180 -0.098 0.823 0.45
H 0.36386 0.96328 -1.73363 1.148 -1.122 1.708 0.36
H -0.44748 0.03999 -0.07729 -1.517 -2.243 -0.054 0.26
H 2.70910 -1.34448 0.90565 -0.171 -1.069 0.257 0.31
H 2.30907 0.24163 1.37015 -0.365 1.232 2.235 0.35
H 3.81670 -0.14356 0.59803 1.840 0.756 -0.475 0.40
H 2.27510 -0.69270 -1.40856 -0.254 0.167 -0.224 0.40
H -3.65235 1.54731 0.42999 -1.073 0.938 0.144 0.25
H -1.94936 1.83394 0.00276 -1.145 0.085 0.440 0.22
H -0.45736 -2.17393 -0.38223 3.264 -0.635 -1.343 0.35
```
Forces are in eV/Å.

Output
DFT total energy	-343.3874	Eh
2S+1	1
highest occupied orbital energy	-14.08	eV
LUMO level	-3.2	eV
molar mass	103.14	g mol⁻¹
gap between HOMO and LUMO	10.9	eV
energy relative to the best compared isomer or geometry (same formula, charge and spin)	4.810	eV
charge	+1

=====

(5)
DFT (ωB97M-V/def2-TZVPD) results for the molecule C3H4INS.

Geometry as XYZ:
```
10
Properties=species:S:1:pos:R:3:forces:R:3:mulliken_charge:R:1
C -0.23550 0.77576 0.52425 -1.539 0.969 -1.322 -0.60
C -0.18984 -0.02632 -0.53742 0.236 1.178 -0.672 -0.11
N 0.49233 -1.24714 -0.49730 -2.063 -0.612 -0.410 -0.38
C 1.70590 -1.37022 -0.38556 2.014 1.644 1.110 -0.01
S 2.70717 0.22872 -0.22415 -0.466 -0.292 -0.208 -0.08
I 5.07324 0.05543 0.10514 -0.371 -0.561 -0.125 -0.02
H -0.69412 1.76463 0.54536 -0.159 -0.302 -0.709 0.24
H -0.01526 0.50421 1.49474 1.181 -1.027 1.710 0.30
H -0.63485 0.27016 -1.52089 0.568 -0.390 0.944 0.26
H 2.16380 -2.29990 -0.13483 0.599 -0.605 -0.318 0.40
```
Forces are in eV/Å.

Output
DFT total energy	-867.2827	Eh
2S+1	1
highest occupied orbital energy	-8.67	eV
SMILES	C=C/N=C\SI
LUMO level	-0.7	eV
molar mass	213.04	g mol⁻¹
gap between HOMO and LUMO	7.9	eV
energy relative to the best compared isomer or geometry (same formula, charge and spin)	1.069	eV
charge	0

=====

Question: Look up the charge of the first one.
Answer: 0